DFT (ωB97M-V/def2-TZVPD) results for 3 unconnected molecules or ions with the total composition CH7NO2 in a non-equilibrium geometry.

Last columns: bonded neighbours and bond lengths (Å).
Positions of all 11 atoms, in Å:
1 C -0.1702 -0.8025 2.5810  H2 1.096, H4 1.094, N10 1.273
2 H 0.2678 -1.4414 3.3566  C1 1.096
3 O 3.6614 -1.7125 -3.4197  H7 0.961, H11 0.962
4 H 0.5574 -0.4897 1.8264  C1 1.094
5 H -2.1098 2.1107 -0.7108  O8 0.963
6 H -1.6845 0.1411 2.0866  N10 1.029
7 H 2.8025 -1.3412 -3.6400  O3 0.961
8 O -2.7597 2.8193 -0.6660  H5 0.963, H9 0.962
9 H -2.8263 3.1301 -1.5740  O8 0.962
10 N -1.4385 -0.7051 2.6183  C1 1.273, H6 1.029
11 H 3.7000 -1.7087 -2.4585  O3 0.962

- Total energy: -247.47780 Ha
- Relative energy (zero: lowest compared OMol25 entry of this formula, charge and spin): 26.1 kcal/mol
- LUMO energy: 0.332 eV
- Orbital gap: 10.56 eV
- HOMO level: -10.23 eV